# 1
Density functional theory data (wB97M-V/def2-TZVPD) for a cluster of 9 separate species, C52H82BClN3O28S in total at a distorted geometry.

Structure (XYZ):
```
168
Properties=species:S:1:pos:R:3:forces:R:3
Cl -4.1576 -3.0529 -1.0480 0.43 1.40 0.62
S 2.0077 -2.8800 -2.1866 0.11 0.62 1.24
O 0.2560 -1.4507 -5.1368 -1.69 -0.69 2.74
O -4.4430 6.9882 1.2050 -0.48 -0.08 -0.18
O -6.4336 5.9281 0.9992 0.68 0.61 -0.26
O 3.1749 3.0723 4.2698 0.73 0.44 -0.36
O -1.8173 -0.2971 -4.4086 2.23 -1.08 0.98
O -3.3326 0.2070 6.6917 -0.65 -0.39 0.44
O 5.3354 3.6811 3.9743 -0.68 0.00 -0.18
O 3.7836 4.3263 2.4837 0.07 -0.43 0.57
O 0.5486 -4.8698 -8.5448 -0.30 -0.13 0.65
O 0.4526 -5.2377 -6.3110 -0.37 -0.01 -0.77
O -1.8042 3.1892 0.3782 -1.93 -0.54 0.86
O -4.5651 0.4692 8.5721 0.27 -0.40 -0.63
O -0.2792 2.3373 -16.2656 0.59 -0.56 0.51
O 1.3339 -0.6289 -9.5340 -0.32 -0.40 -0.61
O -0.5971 -1.5872 -10.1696 0.58 0.12 -0.30
O 1.1724 0.6035 -16.1332 -0.34 0.41 0.24
O 7.8852 3.6594 9.5327 -0.55 -0.35 -0.58
O 11.6438 4.8125 7.4629 0.33 0.56 0.05
O -1.0916 -6.1488 -7.6943 0.59 0.32 0.24
O -3.6358 -6.0144 0.0538 4.15 -0.18 1.80
O -4.9501 -1.2867 7.2234 0.26 0.54 0.00
O 11.9958 6.4985 8.9065 0.23 -0.29 -0.51
O 0.7027 1.8089 -14.2951 -0.04 0.04 -0.64
O -5.9572 7.7347 -0.2786 0.18 -0.51 0.41
O 6.6724 1.8910 8.8032 0.30 0.61 -0.01
O 6.5332 3.8584 7.7276 0.30 -0.26 0.59
O 13.2644 6.3364 7.0375 -0.71 -0.33 0.53
O 1.1475 -1.5079 -11.6129 -0.38 0.11 0.83
N -2.7717 -6.8104 2.0732 0.18 2.00 -0.02
N -2.4488 -1.2779 0.3275 -0.30 0.24 -2.97
N -2.4864 -0.0943 1.0583 0.30 1.41 3.57
C -1.0825 -2.4664 -3.0098 0.23 -0.15 -0.91
C -4.2008 -0.1674 7.4278 0.73 0.59 -0.41
C 4.9751 5.0357 2.1682 0.14 0.70 -0.59
C -3.4276 -3.5792 5.4183 0.53 -3.14 -3.11
C 2.0909 0.1944 -15.1288 0.66 -0.51 -0.11
C -1.7017 -2.4919 0.7444 1.03 -4.19 1.35
C 1.0899 2.1714 2.0103 0.15 0.63 0.08
C -4.9293 8.7137 -0.2143 -0.01 0.81 -0.38
C -1.1351 -4.6299 -0.9460 0.60 -0.06 0.13
C -6.0573 -0.8725 1.4319 -0.12 -1.34 0.84
C 5.8570 2.9019 6.9227 -0.40 0.08 -0.79
C -4.7777 -1.8868 1.3753 -1.26 0.17 -0.34
C -2.4989 3.7464 1.5500 -0.34 -0.43 0.41
C 0.0069 1.5491 3.0391 1.92 -0.66 -0.01
C -2.0389 -0.1422 2.4661 1.54 0.98 1.30
C -5.6825 6.8015 0.6721 -0.86 -0.71 0.23
C -2.5946 -6.1056 0.7650 -3.18 -0.10 -1.00
C -2.1293 -4.4388 5.3362 -2.69 -0.17 -2.35
C 10.8745 4.5272 8.6244 -0.50 -0.80 0.12
C -1.7543 -0.8587 -0.9854 0.80 0.87 -4.90
C -0.6608 -1.9355 -1.5570 -0.11 -1.88 1.76
C -4.3306 -4.9741 3.2565 2.08 0.77 2.02
C -1.9322 -5.5184 4.2312 -2.55 1.93 0.30
C -4.5367 -3.8896 4.3639 3.33 -1.43 0.28
C -2.8715 2.7265 -0.4773 -1.09 0.59 -1.43
C 3.8993 -4.0883 -0.3370 -0.22 0.89 0.13
C 0.0112 -5.4039 -7.4140 0.35 0.07 0.84
C 10.7945 5.8552 9.3121 -0.57 0.25 0.62
C -2.4363 1.6845 -1.6082 0.88 0.41 0.11
C -1.2519 0.6558 -1.1571 -0.06 0.21 -0.86
C -0.7001 -1.3409 -8.7733 -0.69 -0.30 0.62
C 0.4621 1.6487 -15.6255 -0.71 0.66 -0.60
C -5.7608 -0.1468 9.0324 -0.58 0.30 0.63
C -3.0231 -5.7992 3.1413 -0.10 2.72 3.39
C -1.4192 -5.9156 -9.0576 -0.73 -0.21 -0.46
C -0.8171 -3.1360 -0.4774 0.60 0.21 0.63
C 1.4454 0.6752 -13.8652 0.07 -0.29 0.83
C 3.5907 -2.7376 -1.1823 0.66 0.08 1.09
C 0.9037 -1.5642 -1.4025 0.22 1.86 -0.55
C 4.0186 3.6408 3.6346 -0.64 -0.41 0.47
C -3.7886 7.9652 0.4058 0.85 0.22 0.03
C -1.1498 -5.5801 0.3587 -0.42 -0.57 -0.61
C -0.4255 0.0894 2.5337 -0.81 -0.78 0.07
C 0.6730 -1.2642 -10.5394 0.46 -0.15 -0.73
C -0.1143 -5.4760 -9.6479 0.23 0.02 -0.96
C 7.1031 3.1808 8.7607 0.54 0.34 0.61
C -3.9287 -1.5631 0.0509 -1.99 -1.57 -0.12
C 6.0350 4.2437 2.8713 0.94 0.05 -0.18
C 5.5983 1.7781 7.8789 -0.56 -0.62 -0.06
C -5.6992 -1.5096 8.4122 -0.50 -0.77 0.30
C 0.3750 -0.3298 -8.5285 0.17 0.60 0.81
C 12.3848 5.9214 7.7363 0.83 0.41 -0.61
B -0.8515 -1.3820 -4.2118 0.01 1.03 -1.30
H -2.2944 -1.0796 3.0620 -0.03 1.10 -0.97
H -1.3145 -4.2316 6.1065 -1.19 -0.52 -1.31
H -2.4931 0.7723 3.0083 0.40 -1.63 -0.97
H -4.4177 -0.7092 -0.5546 1.36 -1.14 1.11
H -6.8764 -1.4754 1.9836 1.21 1.20 -0.81
H -6.4778 -0.6728 0.3878 0.75 -0.05 1.46
H -3.2577 4.5139 1.1801 1.11 -0.70 0.78
H 6.4317 3.4329 2.2535 -0.06 0.04 0.04
H 1.9417 1.4257 1.7735 -1.41 1.01 0.58
H 6.8632 4.8663 3.2127 -0.12 -0.15 0.15
H 0.8150 -2.1829 -4.7754 -0.21 0.70 -0.74
H 0.7560 -0.0594 -13.4422 0.10 0.06 -0.07
H -3.1680 7.4561 -0.3376 -0.06 0.02 0.02
H -2.0385 2.3129 -2.4951 -0.51 -1.05 1.46
H -4.1813 -1.9042 2.3449 -0.66 0.28 -1.40
H -3.7966 2.3398 0.1077 1.58 0.42 -0.57
H -5.7836 -0.1854 10.1223 0.16 0.13 -0.13
H 11.4014 3.7773 9.2217 -0.01 0.07 -0.02
H -1.3243 0.5445 -4.2940 -0.55 -0.56 -0.60
H -2.4187 -3.3054 1.1523 0.74 1.58 -0.74
H -3.3480 1.1204 -2.0440 1.39 0.90 0.91
H -0.5277 -6.5189 0.0946 -1.08 1.37 0.70
H -5.1797 -5.1439 2.5123 1.40 0.17 1.13
H -0.0328 -0.1383 1.4784 -0.40 0.55 1.47
H -0.5024 -3.4153 -3.3344 -0.77 1.41 0.95
H 2.1755 0.9550 -13.1044 -0.18 0.11 -0.05
H -0.0021 -0.7519 3.2058 -0.50 1.50 -0.90
H 0.5922 1.3935 4.0250 -1.08 0.39 -1.47
H 10.7515 5.7605 10.3979 0.14 0.13 -0.12
H 6.5119 2.6075 6.0981 -0.05 0.02 0.08
H 4.6539 1.8957 8.4182 0.07 0.02 -0.02
H 4.8907 6.0564 2.5521 0.00 -0.09 0.00
H -3.5823 -7.4414 1.9751 0.39 0.70 -0.02
H -0.8548 2.2539 3.2779 1.05 -1.05 -0.61
H -3.5571 -2.7613 6.2120 0.18 -1.51 -1.49
H 3.0560 0.6746 -15.3155 -0.07 0.00 0.00
H -0.6064 1.0569 -0.3099 -1.13 -0.50 -1.01
H -5.2717 9.5459 0.4075 0.02 -0.08 -0.02
H -2.0374 -4.7564 -1.6278 1.01 0.15 1.27
H -0.5531 0.6380 -2.0818 -1.10 -0.32 1.56
H -5.4900 -3.2649 4.4218 1.40 -1.17 -0.27
H 5.1301 5.0747 1.0891 -0.20 -0.07 0.10
H -2.5391 -0.9164 -1.8363 0.90 -0.07 1.70
H 5.6075 0.8032 7.3894 0.13 0.05 0.19
H -2.1901 -2.7649 -3.0284 1.53 0.49 0.26
H -5.8572 0.0628 2.0511 -0.22 -1.08 -1.13
H -4.6889 9.0907 -1.2094 -0.20 -0.13 0.05
H 0.4889 -6.3157 -10.0043 -0.04 0.05 0.07
H 0.8134 -0.4222 -7.5339 0.09 -0.03 -0.19
H -0.9478 -6.0962 4.2553 -1.67 0.79 -0.25
H 0.2317 -3.2601 -0.0022 -1.71 0.16 -0.73
H -1.7724 4.1405 2.3391 -0.83 -0.31 -1.56
H -0.9169 -2.4634 1.5672 -1.43 1.38 -0.80
H 0.6402 2.4887 1.0092 0.33 -0.54 1.36
H 3.4627 -1.9042 -0.4032 0.06 -1.03 -1.34
H -3.1020 2.9066 2.0770 0.87 1.20 -0.83
H 1.1902 -0.5886 -1.9560 -0.68 -1.46 0.83
H 9.8929 4.1389 8.3540 0.21 0.06 -0.08
H 9.9419 6.4513 8.9738 0.05 -0.06 0.00
H -3.1531 8.6059 1.0189 -0.09 -0.20 0.08
H -6.6880 -1.9074 8.1796 0.18 0.01 -0.16
H -0.2445 -4.7623 -10.4630 0.15 0.05 0.18
H -0.5238 -2.2768 -8.2350 0.06 0.07 -0.03
H 2.2254 -0.8881 -15.1425 -0.11 0.12 -0.15
H -3.2650 3.6655 -1.0348 0.34 -1.47 0.83
H -2.1857 -5.1367 -9.1088 0.06 -0.03 0.01
H -1.8042 -6.8226 -9.5257 0.02 0.03 0.24
H 1.5908 3.1116 2.4547 -0.93 -1.63 -0.67
H -0.6449 -5.0663 1.2429 -0.72 -0.84 -1.01
H 4.9374 3.3201 6.5123 0.19 0.09 0.08
H -1.6922 -0.9660 -8.5173 0.05 -0.08 -0.21
H 3.3576 -3.9468 0.6728 0.78 -0.59 -1.59
H -5.2530 -2.9354 1.2813 1.17 1.68 -0.03
H 1.2098 -1.3710 -0.3027 -0.67 -0.58 -1.68
H 0.0242 0.6970 -8.6689 0.00 -0.07 -0.05
H 4.4697 -2.4254 -1.8430 -1.41 -0.61 0.71
H -0.2225 -4.9780 -1.5670 -1.43 0.78 0.97
H 5.0274 -4.1633 -0.1128 -1.80 0.01 -0.47
H 3.5058 -5.0116 -0.8826 0.71 1.27 0.85
H -5.1643 -2.2308 9.0369 -0.01 0.07 -0.05
H -6.6169 0.4357 8.6797 0.07 -0.04 0.00
H -3.3469 0.4562 0.9687 0.23 -0.91 -0.37
```
Forces are in eV/Å.

Output
- Net charge: +1
- Maximum force: 5.04 eV/Å
- Electronic energy: -5184.3969 Ha

***

# 2
Density functional theory data (wB97M-V/def2-TZVPD) for a cluster of 2 separate species, C7H15NO in total at a distorted geometry.

Structure (XYZ):
```
24
Properties=species:S:1:pos:R:3:forces:R:3
O -1.2593 0.6556 1.0107 0.17 0.48 0.17
N 1.2362 1.4328 0.3989 -0.32 0.31 0.53
C 0.8722 0.6132 -0.5799 -0.86 -0.60 0.22
C -0.5434 1.3923 1.8387 0.32 -0.62 -0.83
C 1.7969 -0.5476 -0.8830 -0.10 0.06 0.06
C -0.0311 -1.3820 1.4269 0.01 0.12 0.03
C -0.7731 -0.4877 0.4800 0.68 0.36 -0.31
C 0.1016 1.1397 -1.7789 0.13 0.00 0.15
C -1.7499 -1.1242 -0.4594 -0.05 0.00 0.09
H 2.3275 -0.8657 0.0113 0.01 0.01 0.02
H 2.5436 -0.2240 -1.6143 0.01 0.00 0.01
H 1.2657 -1.3975 -1.3133 -0.02 -0.04 -0.03
H -0.6614 -1.6089 2.2990 0.01 -0.04 -0.05
H -0.3029 0.3345 -2.3926 0.00 -0.02 0.00
H 0.0625 0.9214 2.5978 -0.02 0.00 -0.05
H 0.7688 1.7338 -2.4122 -0.02 -0.01 0.00
H -2.2929 -0.3667 -1.0239 0.02 0.00 0.00
H 0.2285 -2.3180 0.9364 -0.02 -0.01 0.00
H -2.4834 -1.7437 0.0732 0.04 0.02 -0.03
H -1.2247 -1.7746 -1.1629 0.01 0.04 0.03
H -0.9488 2.3825 1.9868 0.00 -0.03 0.02
H 0.8879 -0.9239 1.7908 0.02 0.03 -0.01
H -0.7201 1.7811 -1.4562 0.00 0.00 0.01
H 0.8995 2.3775 0.2262 -0.01 -0.06 -0.04
```
Forces are in eV/Å.

Output
- Net charge: 0
- Maximum force: 1.08 eV/Å
- Electronic energy: -405.5869 Ha
- Energy above the lowest of the compared OMol25 structures with the same formula, charge and spin: 94.4 kcal/mol

***

# 3
Density functional theory data (wB97M-V/def2-TZVPD) for a cluster of 3 separate species, C6H18N2O2 in total at a distorted geometry.

Structure (XYZ):
```
28
Properties=species:S:1:pos:R:3:forces:R:3
O 2.0713 0.4335 -1.4335 -0.99 -0.46 0.27
O 1.2778 -3.1777 -1.1811 0.23 -0.54 -0.23
N -0.7580 1.5990 -0.0113 -0.06 -0.51 1.14
N -1.7753 1.8683 -2.2246 -0.15 0.24 0.27
C -0.2437 -1.1771 1.8814 -0.78 0.43 0.80
C 2.1835 -1.5708 1.2664 0.18 -0.21 0.75
C -1.5013 2.4530 -0.8948 0.96 0.07 -1.03
C -1.3446 1.0793 1.2346 -0.55 0.54 -0.90
C 1.0568 -0.8898 1.1744 -1.19 0.14 -1.21
C -1.4663 -0.4552 1.2085 1.96 0.22 1.23
H -0.8109 3.2631 -1.1502 -0.38 0.42 0.30
H 2.2732 -2.3595 2.0110 0.12 0.05 -0.10
H -0.2057 -0.8521 2.9292 0.16 -0.20 -0.01
H -1.3146 -0.8248 0.1970 -1.30 0.27 -0.36
H 1.7720 -2.4334 -0.8239 -0.42 0.08 0.01
H -0.8616 1.5103 2.1234 0.48 -0.58 -0.11
H -2.4150 2.8451 -0.4474 0.00 -0.02 -0.03
H 0.2034 1.8516 0.1354 0.01 0.32 -0.25
H 0.8742 -0.1975 0.3429 0.73 0.00 0.40
H 3.0602 -1.4051 0.6483 -0.08 0.18 0.02
H 2.9128 0.0326 -1.1953 0.20 0.83 -0.53
H -2.3773 -0.6925 1.7582 -0.06 -0.64 -0.51
H 2.0840 1.2451 -1.9476 0.91 -0.25 0.06
H -2.6440 1.3590 -2.3213 0.07 -0.12 0.33
H -0.9999 1.2488 -2.4187 -0.14 -0.18 -0.18
H -0.4801 -2.2444 1.8682 0.28 -0.04 0.15
H -2.3327 1.5425 1.3439 -0.21 -0.31 -0.30
H 0.4131 -2.8570 -1.4440 0.04 0.28 0.04
```
Forces are in eV/Å.

Output
- Net charge: 0
- Maximum force: 2.32 eV/Å
- Electronic energy: -499.3247 Ha
- Structure (SMILES): C=CCCCNCN.O.O
- Energy above the lowest of the compared OMol25 structures with the same formula, charge and spin: 42.4 kcal/mol

***

# 4
Density functional theory data (wB97M-V/def2-TZVPD) for the molecule C4H5NO2 at a distorted geometry.

Structure (XYZ):
```
12
Properties=species:S:1:pos:R:3:forces:R:3
O 1.5068 1.3320 0.1439 -0.16 -0.84 -0.94
O -0.6258 2.1886 -0.1725 1.28 0.25 0.83
N -0.2459 -0.0590 -0.0987 0.72 1.69 0.59
C 0.1677 1.2876 0.0034 -2.49 -0.48 -1.19
C 1.9140 0.0201 -0.0889 2.81 -1.30 0.67
C 0.8870 -0.8549 -0.1425 1.18 1.37 0.43
C -1.6347 -0.3328 0.0422 -1.33 -2.98 1.71
H 1.0210 -1.9172 -0.0170 -0.59 -0.03 -0.45
H -1.7539 -1.1355 0.8883 0.14 1.41 -1.23
H -2.0427 -0.8688 -0.8335 0.02 0.73 0.11
H 3.0521 -0.1983 -0.0875 -2.43 0.64 0.11
H -2.2456 0.5379 0.3629 0.83 -0.46 -0.64
```
Forces are in eV/Å.

Output
- Net charge: 0
- Maximum force: 3.68 eV/Å
- Electronic energy: -360.6284 Ha
- Structure (SMILES): Cn1ccoc1=O
- Energy above the lowest of the compared OMol25 structures with the same formula, charge and spin: 25.7 kcal/mol

***

# 5
Density functional theory data (wB97M-V/def2-TZVPD) for a cluster of 2 separate species, C6H10O in total at a distorted geometry.

Structure (XYZ):
```
17
Properties=species:S:1:pos:R:3:forces:R:3
O 0.9155 -3.5790 0.3450 1.10 -0.61 -0.07
C 0.7667 0.6196 1.7904 -0.81 1.49 0.27
C -1.0859 1.0531 -2.6948 0.58 1.09 0.98
C -0.3477 1.0273 2.4616 2.30 -0.76 -1.15
C -0.3459 0.2539 -1.9084 -0.13 -0.76 -0.60
C 0.7109 0.0614 0.4077 0.31 0.38 0.33
C 0.0549 0.6773 -0.5665 -1.87 2.19 0.79
H -0.3820 1.7042 -0.2271 0.73 -1.68 -0.92
H 1.6852 1.0447 2.2248 0.22 -1.58 0.04
H -1.2806 1.0677 -3.7680 -0.13 -0.89 0.44
H -0.0927 -0.7790 -2.1970 0.30 0.62 -0.14
H 0.7678 -2.8756 0.9770 -0.73 0.05 -0.23
H -0.1693 1.1626 3.5316 -0.83 0.90 -0.44
H -1.3974 1.9683 -2.1710 0.11 -0.07 -0.53
H 0.1901 -3.7558 -0.2534 -0.41 0.53 0.34
H -1.1879 1.2350 1.8091 -0.88 -0.67 0.97
H 1.1984 -0.8858 0.2390 0.17 -0.23 -0.09
```
Forces are in eV/Å.

Output
- Net charge: 0
- Maximum force: 2.99 eV/Å
- Electronic energy: -309.7414 Ha
- Structure (SMILES): C=C/C=C/C=C.O
- Energy above the lowest of the compared OMol25 structures with the same formula, charge and spin: 63.4 kcal/mol

***

# 6
Density functional theory data (wB97M-V/def2-TZVPD) for the molecule CH4SSi at a distorted geometry.

Structure (XYZ):
```
7
Properties=species:S:1:pos:R:3:forces:R:3
S -2.3509 -0.1549 0.1894 3.80 1.49 -1.44
Si 0.8407 -0.4192 0.0822 -2.63 2.05 -0.40
C -0.8085 0.5544 -0.3168 -3.45 -2.88 3.07
H 1.0919 -0.6526 1.4372 -0.07 -0.51 1.68
H 0.4179 -1.5127 -0.6504 0.44 -1.97 -1.22
H -0.9328 1.5836 -0.5125 0.20 1.13 -0.66
H 1.7416 0.6014 -0.2291 1.72 0.69 -1.03
```
Forces are in eV/Å.

Output
- Net charge: 0
- Maximum force: 5.45 eV/Å
- Electronic energy: -728.0750 Ha
- Structure (SMILES): [SiH3]C=S
- Energy above the lowest of the compared OMol25 structures with the same formula, charge and spin: 47.0 kcal/mol